Formula: C44H68N2O2ReS3Sb2
Source: OMol25
Level of theory: ωB97M-V with the def2-TZVPD basis set

The geometry in XYZ format:
```
122
Properties=species:S:1:pos:R:3:forces:R:3
Re 0.6947 -0.2125 -0.4140 -0.483 0.184 0.957
S 1.0991 -0.3147 4.4331 -0.302 -0.071 -0.284
Sb -0.6725 -0.1999 3.0958 0.351 -0.019 0.207
S 0.2768 1.6301 1.3156 0.361 0.058 0.244
S -0.2321 -1.6951 1.0652 0.369 0.260 -0.557
C 3.1500 -2.9394 2.6949 -0.021 0.054 0.018
C 3.9998 -2.2036 1.6490 -0.258 0.014 0.027
C 3.6738 -2.8124 0.2877 0.106 0.133 0.003
C 3.9391 -0.6721 1.8495 -0.027 -0.089 -0.168
C 4.5507 -0.2576 3.0357 0.051 -0.076 0.011
C 4.7000 1.0677 3.3709 0.063 0.083 0.058
C 4.2954 2.0442 2.4769 -0.033 0.018 0.056
C 3.6867 1.7041 1.2800 -0.128 -0.116 -0.171
C 3.4454 2.7974 0.2547 0.140 0.115 0.081
C 2.9382 4.1158 0.8500 0.062 -0.059 -0.016
C 4.7518 3.0632 -0.5116 -0.069 -0.034 -0.059
C 3.4497 0.3397 1.0022 0.188 -0.197 0.215
N 2.7560 -0.0266 -0.2375 -0.011 0.459 0.129
C 3.5284 -0.2423 -1.2531 0.137 -0.015 0.037
C 3.2035 -0.7767 -2.5348 -0.135 0.054 -0.141
C 4.2776 -0.8040 -3.4558 0.095 0.070 0.104
C 4.1637 -1.3710 -4.6927 0.047 -0.029 -0.131
C 2.9460 -1.9727 -5.0367 0.030 0.013 0.047
C 1.8873 -1.9836 -4.1621 -0.007 -0.058 0.001
C 1.9594 -1.3709 -2.8881 -0.089 0.007 0.027
N 0.8704 -1.3657 -2.0437 -0.244 -0.299 -0.176
C -0.3025 -2.1077 -2.4883 0.125 -0.251 -0.122
C -1.1591 -1.5410 -3.4502 0.101 0.051 0.142
C -2.2786 -2.2592 -3.8538 -0.129 -0.034 -0.019
C -2.5468 -3.5158 -3.3402 -0.114 -0.030 -0.070
C -1.6595 -4.0942 -2.4500 -0.072 -0.042 0.055
C -0.5177 -3.4223 -2.0269 0.112 0.148 0.045
C 0.4990 -4.1647 -1.1791 -0.089 -0.187 -0.116
C -0.1313 -5.0580 -0.1072 0.017 0.052 -0.047
C 1.4028 -5.0187 -2.0829 0.016 0.079 0.055
C -0.8663 -0.2146 -4.1288 -0.193 -0.022 -0.121
C -1.8971 0.8523 -3.7506 0.012 -0.013 -0.031
C -0.8075 -0.3670 -5.6547 0.012 -0.007 0.016
H 3.3790 -4.0088 2.6711 -0.009 0.079 -0.008
H 2.0883 -2.8114 2.4747 0.003 0.012 0.036
H 3.3245 -2.5726 3.7047 -0.029 0.002 0.004
H 5.0458 -2.4491 1.8505 0.042 0.025 0.047
H 4.3457 -2.4809 -0.5055 -0.012 0.003 -0.014
H 2.6476 -2.5962 0.0019 0.012 0.005 -0.061
H 3.7715 -3.8979 0.3602 0.016 0.042 0.000
H 4.9404 -1.0174 3.7041 -0.040 0.023 -0.028
H 5.1724 1.3434 4.3069 -0.037 -0.020 -0.065
H 4.4760 3.0887 2.7039 -0.019 -0.078 -0.013
H 2.7086 2.4503 -0.4576 -0.231 -0.097 -0.129
H 3.7315 4.6413 1.3885 -0.069 -0.027 -0.042
H 2.1086 3.9606 1.5375 -0.041 -0.018 0.017
H 2.5985 4.7748 0.0472 0.039 -0.013 0.045
H 5.5273 3.4125 0.1748 -0.030 -0.031 -0.044
H 4.6007 3.8319 -1.2750 0.019 -0.050 0.045
H 5.1255 2.1607 -1.0038 0.004 0.074 0.024
H 4.5878 -0.0456 -1.0954 -0.001 -0.025 0.028
H 5.2236 -0.3642 -3.1505 -0.103 -0.028 -0.011
H 4.9998 -1.3744 -5.3804 -0.066 -0.002 0.043
H 2.8385 -2.4451 -6.0067 -0.027 0.004 0.062
H 0.9669 -2.4725 -4.4466 0.067 -0.021 -0.007
H -2.9417 -1.8411 -4.6052 0.050 0.009 0.081
H -3.4285 -4.0605 -3.6658 0.106 0.050 0.030
H -1.8455 -5.1018 -2.0923 0.022 0.105 -0.037
H 1.1229 -3.4306 -0.6846 0.004 0.075 0.083
H -0.6227 -5.9278 -0.5521 0.046 0.039 0.061
H -0.8601 -4.5137 0.4932 -0.019 0.003 -0.002
H 0.6475 -5.4272 0.5638 -0.034 -0.006 -0.031
H 0.8055 -5.7506 -2.6341 0.045 0.030 0.017
H 2.1342 -5.5609 -1.4773 -0.042 0.023 -0.044
H 1.9476 -4.4073 -2.8046 -0.018 -0.018 -0.005
H 0.1110 0.1182 -3.7996 0.106 0.072 0.087
H -2.8845 0.5759 -4.1353 0.056 0.049 0.044
H -1.6338 1.8196 -4.1933 -0.039 -0.069 0.033
H -1.9784 0.9635 -2.6678 0.020 0.020 0.045
H -1.7932 -0.5978 -6.0677 0.086 0.009 0.017
H -0.1182 -1.1609 -5.9512 -0.080 0.083 -0.010
H -0.4669 0.5657 -6.1119 -0.033 -0.046 0.008
O 1.0967 1.6281 -2.0398 0.233 -0.211 0.222
H 0.3571 2.2189 -2.2188 -0.050 -0.060 -0.070
H 1.6338 1.5692 -2.8415 -0.064 -0.037 0.067
O -1.9836 1.2178 -0.1526 0.469 0.070 0.242
C -0.7980 1.0461 0.0906 -0.527 -0.175 -1.113
C -5.0948 -0.7773 -2.0797 -0.074 -0.030 -0.024
C -5.5924 0.3484 -1.1803 0.410 0.031 0.253
C -7.0984 0.2559 -0.9704 -0.031 0.021 -0.043
C -5.2046 1.7086 -1.7595 0.000 -0.003 -0.038
Sb -4.4468 0.1271 0.7259 -0.696 -0.016 0.149
C -4.9443 -1.9003 1.5831 0.202 0.421 -0.175
C -4.5524 -1.8906 3.0521 -0.062 -0.062 0.038
C -6.4298 -2.1827 1.4139 -0.018 -0.008 -0.007
C -4.0869 -2.8752 0.7847 -0.035 -0.139 0.046
C -5.0109 1.8322 2.0800 0.285 -0.359 -0.235
C -6.5098 1.7772 2.3368 -0.047 -0.020 0.031
C -4.5822 3.1191 1.3807 -0.061 0.013 0.044
C -4.2246 1.6661 3.3741 -0.014 0.011 0.049
H -5.5428 -0.6630 -3.0753 0.040 -0.006 0.068
H -5.3847 -1.7608 -1.7012 -0.003 0.072 -0.066
H -4.0104 -0.7597 -2.1930 0.043 -0.027 -0.052
H -7.5850 0.4708 -1.9300 0.035 -0.019 0.038
H -7.4740 0.9818 -0.2506 -0.001 -0.011 -0.076
H -7.4180 -0.7367 -0.6585 -0.002 0.072 -0.029
H -5.5610 1.7683 -2.7950 0.008 -0.030 0.064
H -4.1222 1.8643 -1.7681 -0.071 -0.010 -0.022
H -5.6711 2.5262 -1.2091 0.031 -0.042 -0.061
H -5.1579 -1.1930 3.6351 0.019 -0.097 -0.023
H -3.4981 -1.6506 3.1963 -0.004 0.035 0.007
H -4.7193 -2.8927 3.4636 0.001 0.028 -0.024
H -7.0619 -1.4017 1.8446 0.016 -0.076 -0.022
H -6.6581 -3.1186 1.9383 0.005 0.036 -0.020
H -6.7032 -2.3236 0.3675 0.027 -0.009 0.073
H -3.0234 -2.6444 0.8596 0.041 -0.013 0.026
H -4.3528 -2.8874 -0.2738 0.030 -0.040 0.059
H -4.2406 -3.8885 1.1785 0.001 0.077 -0.028
H -7.0920 1.9514 1.4322 0.023 0.007 0.070
H -6.7702 2.5705 3.0480 0.025 -0.039 -0.024
H -6.8213 0.8268 2.7802 0.006 0.078 -0.007
H -5.2600 3.3956 0.5752 0.005 0.010 0.024
H -3.5715 3.0468 0.9761 0.014 0.022 0.032
H -4.5890 3.9327 2.1136 -0.038 -0.012 -0.011
H -4.5533 2.4362 4.0820 0.012 -0.030 -0.053
H -3.1579 1.8123 3.2063 0.038 -0.039 0.006
H -4.3748 0.6951 3.8475 0.030 0.124 -0.002
```
Forces are in eV/Å.

For the HOMO energy (alpha / beta), the calculation gives -9.45 / -9.50 eV. Its total energy is -3730.5461 Ha. The expectation value of S² is 2.0204. For the energy above the lowest of the compared OMol25 structures with the same formula, charge and spin, the calculation gives 56.09 kcal/mol. Its spin multiplicity is 3. Its charge is +1.